1.
Below is a structure of composition C18H41AuN4O5SSi in a non-equilibrium geometry, with properties calculated with the ωB97M-V functional and the def2-TZVPD basis.

CARTESIAN COORDINATES (ANGSTROEM)
Au (-1.037, 0.994, -0.099)
C (2.707, -0.804, -2.942)
C (3.119, -0.002, -1.745)
C (2.757, 1.452, -1.956)
C (4.576, -0.137, -1.344)
O (2.333, -0.545, -0.615)
Si (2.054, -0.283, 0.958)
S (-0.022, -0.490, 1.253)
O (2.576, 1.188, 1.390)
C (2.828, 2.047, 2.641)
C (3.918, 1.354, 3.413)
C (1.530, 2.112, 3.376)
C (3.311, 3.326, 2.027)
O (2.811, -1.416, 1.819)
C (2.683, -2.885, 2.038)
C (2.080, -3.444, 0.796)
C (4.100, -3.344, 2.279)
C (1.855, -3.009, 3.286)
H (3.232, -0.498, -3.849)
H (1.616, -0.600, -3.118)
H (2.864, -1.886, -2.752)
H (3.331, 1.941, -2.741)
H (2.900, 2.038, -1.014)
H (1.725, 1.559, -2.330)
H (5.221, 0.562, -1.893)
H (4.985, -1.124, -1.514)
H (4.744, 0.090, -0.253)
H (3.652, 0.314, 3.582)
H (4.067, 1.874, 4.398)
H (4.874, 1.386, 2.895)
H (1.225, 1.100, 3.698)
H (0.761, 2.565, 2.715)
H (1.671, 2.730, 4.300)
H (4.162, 3.216, 1.351)
H (3.570, 4.035, 2.865)
H (2.498, 3.767, 1.465)
H (2.695, -3.153, -0.116)
H (1.060, -3.082, 0.652)
H (2.013, -4.556, 0.910)
H (4.710, -3.205, 1.383)
H (4.079, -4.404, 2.597)
H (4.532, -2.774, 3.139)
H (0.837, -2.618, 3.077)
H (2.260, -2.395, 4.132)
H (1.756, -4.065, 3.590)
N (-3.126, 1.256, 0.076)
C (-3.707, 1.786, -1.208)
C (-5.186, 2.233, -1.029)
C (-6.158, 1.070, -0.791)
C (-6.589, 0.346, -2.049)
N (-5.503, -0.290, -2.801)
C (-5.107, -1.552, -2.694)
N (-5.627, -2.412, -1.795)
N (-4.148, -1.962, -3.537)
C (-2.714, 2.708, -1.815)
O (-3.134, 3.450, -2.736)
O (-1.444, 2.563, -1.493)
H (-3.653, 0.454, 0.380)
H (-3.191, 1.936, 0.827)
H (-3.775, 0.842, -1.758)
H (-5.437, 2.780, -1.944)
H (-5.345, 2.912, -0.202)
H (-7.090, 1.438, -0.308)
H (-5.676, 0.391, -0.018)
H (-6.927, 1.069, -2.754)
H (-7.408, -0.402, -1.933)
H (-5.060, 0.254, -3.499)
H (-6.314, -2.151, -1.135)
H (-5.348, -3.396, -1.810)
H (-3.718, -1.311, -4.197)
H (-3.829, -2.946, -3.517)

Force components x, y, z for each atom (eV/Å):
3.2 -0.7 0.1
-1.0 -0.6 -0.3
-0.5 0.2 1.9
-0.6 1.0 0.5
1.0 0.5 0.8
0.7 0.3 -1.9
-1.4 0.4 -0.1
0.2 -0.7 0.6
0.9 1.2 1.1
0.3 -2.2 -2.6
0.3 0.3 1.2
-0.4 0.6 0.8
-0.1 1.4 1.1
0.9 -1.2 1.0
0.6 2.8 0.0
0.0 -1.3 -1.1
0.3 -0.3 0.9
-1.1 0.0 0.7
0.2 0.0 0.1
0.9 -0.4 0.2
-0.1 0.6 -0.2
0.5 -0.2 -0.1
-0.3 -0.5 -0.7
0.1 -0.1 0.6
-0.2 -0.1 -0.1
-0.1 -0.4 -0.1
-0.4 -0.1 -1.0
0.0 0.0 0.1
-0.2 -0.5 -0.7
0.0 0.0 -0.2
0.0 0.5 -0.3
0.3 -0.4 0.6
-0.2 -0.3 -0.7
0.0 -0.3 0.3
-0.1 -0.5 -0.8
-0.2 0.2 -0.2
-0.7 -0.5 1.2
0.1 0.1 0.0
0.2 0.7 -0.4
0.0 -0.1 0.2
0.2 0.3 -0.4
-0.3 -0.3 -0.8
0.5 -0.2 0.1
-0.1 -0.6 -0.8
0.1 0.3 0.0
-3.3 0.9 -0.2
-1.1 -1.9 2.9
0.3 0.1 -0.9
0.2 -0.4 1.3
0.0 -0.8 -0.1
-0.5 -1.4 0.9
0.1 0.2 -0.1
1.0 -0.5 -1.1
0.3 -1.1 0.0
2.7 1.4 -2.5
0.2 -0.7 1.3
-3.1 0.9 -0.9
0.0 -0.3 0.2
-0.1 0.2 0.0
0.5 0.4 -0.6
-0.2 0.1 0.1
0.5 0.4 0.2
0.5 -0.1 -0.3
-0.7 0.4 -0.9
-0.7 0.7 -0.3
0.5 0.5 0.2
0.5 0.6 -0.5
-0.5 0.4 0.5
-0.1 0.8 0.1
-0.2 -0.5 0.5
-0.2 1.3 -0.1

**Total energy**: -2129.1907 a.u.

=====

2.
Below is a cluster of 2 separate species, C5H13NO in total in a non-equilibrium geometry, with properties calculated with the ωB97M-V functional and the def2-TZVPD basis.

CARTESIAN COORDINATES (ANGSTROEM)
C (2.355, 0.787, 0.304)
C (1.183, 1.482, 0.371)
C (-0.019, 1.102, -0.474)
C (0.130, -0.383, -0.847)
C (0.466, -1.442, 0.198)
N (-0.596, -1.821, 1.272)
H (3.097, 0.859, 1.071)
H (2.539, 0.374, -0.668)
H (1.088, 2.215, 1.236)
H (-0.054, 1.845, -1.288)
H (-0.916, 1.137, 0.149)
H (-0.728, -0.712, -1.386)
H (0.899, -0.456, -1.679)
H (0.468, -2.330, -0.395)
H (1.359, -1.249, 0.713)
H (-1.487, -1.910, 0.778)
H (-0.730, -1.009, 1.901)
O (-2.887, 0.172, -0.509)
H (-3.074, 0.981, -1.098)
H (-3.094, 0.358, 0.351)

Force components x, y, z for each atom (eV/Å):
-1.9 2.4 -0.5
1.5 -0.3 2.0
1.1 -0.1 1.0
1.1 0.7 -1.9
-3.1 -0.4 0.6
0.7 1.7 -1.0
0.5 0.3 0.0
0.4 -1.1 0.2
-0.3 -1.1 -1.0
-0.6 -0.7 -0.1
0.1 0.6 -0.1
-1.1 -0.2 -0.2
-0.4 0.0 1.0
0.8 -0.8 -0.2
1.2 -0.1 0.5
0.2 0.0 0.1
0.2 -0.6 -0.4
0.2 0.7 -5.1
0.3 -1.9 1.8
-1.0 1.1 3.3

**SMILES**: C=CCCCN.O
**Energy above the lowest of the compared OMol25 structures with the same formula, charge and spin**: 62.2 kcal per mole
**Total energy**: -328.2197 a.u.

=====

3.
Below is a cluster of 5 separate species, H9O4S in total in a non-equilibrium geometry, with properties calculated with the ωB97M-V functional and the def2-TZVPD basis.

CARTESIAN COORDINATES (ANGSTROEM)
S (-0.026, -0.959, 1.666)
H (-0.313, 0.132, 2.533)
H (3.968, -3.527, -1.077)
H (3.840, -5.049, -1.000)
O (4.357, -4.398, -1.498)
H (-3.974, 2.798, 1.170)
H (-3.680, 2.827, -0.269)
O (-4.385, 2.913, 0.338)
H (-1.508, 0.762, 0.406)
H (-1.117, 1.949, -0.276)
O (-1.881, 1.351, -0.328)
H (1.389, 0.574, 0.130)
H (1.529, -0.090, -1.107)
O (1.800, 0.716, -0.689)

Force components x, y, z for each atom (eV/Å):
-0.4 1.6 0.8
0.4 -1.3 -0.9
1.3 -2.4 -1.4
0.2 0.0 -0.3
-1.5 2.4 1.7
0.6 -0.3 1.3
1.3 -0.5 -1.1
-2.0 0.7 -0.2
-1.0 -0.2 -1.0
-0.3 0.3 -0.7
1.4 -0.2 1.7
-1.1 -0.3 2.6
-0.2 -0.7 -0.7
1.2 0.9 -1.8

**Net charge**: -1
**Energy above the lowest of the compared OMol25 structures with the same formula, charge and spin**: 32.1 kcal per mole
**Total energy**: -704.5844 a.u.

=====

4.
Below is a cluster of 12 separate species, H24O12 in total, with properties calculated with the ωB97M-V functional and the def2-TZVPD basis.

CARTESIAN COORDINATES (ANGSTROEM)
O (-4.176, 0.558, -3.506)
H (-3.603, 1.228, -3.134)
H (-5.021, 0.702, -3.081)
O (2.524, 4.275, -1.030)
H (3.437, 4.145, -0.774)
H (2.213, 3.400, -1.263)
O (-2.671, -2.020, 3.226)
H (-3.624, -2.069, 3.154)
H (-2.377, -2.927, 3.144)
O (-4.486, 0.780, 1.466)
H (-3.831, 0.692, 0.774)
H (-4.025, 1.223, 2.178)
O (-0.061, 3.029, 2.157)
H (0.408, 2.200, 2.062)
H (0.416, 3.640, 1.596)
O (0.631, -0.744, 5.133)
H (-0.126, -1.142, 4.703)
H (1.249, -1.466, 5.246)
O (1.269, -3.563, 1.509)
H (1.424, -4.336, 0.966)
H (0.348, -3.629, 1.763)
O (3.652, -0.629, 0.510)
H (3.829, -0.323, 1.399)
H (3.174, -1.450, 0.629)
O (1.748, -3.604, -2.983)
H (1.141, -4.266, -2.653)
H (1.591, -2.838, -2.431)
O (2.380, 0.781, -2.339)
H (2.749, 0.495, -1.503)
H (3.141, 0.910, -2.905)
O (-0.915, -0.161, -0.343)
H (-0.713, -0.325, 0.578)
H (-0.092, 0.152, -0.718)
O (-0.561, 2.801, -4.401)
H (-0.054, 2.105, -3.984)
H (-0.988, 2.375, -5.144)

Force components x, y, z for each atom (eV/Å):
0.0 -0.2 -0.2
0.2 0.2 0.1
-0.2 0.0 0.1
-0.1 0.2 0.2
0.2 0.0 0.1
-0.1 -0.3 -0.2
0.4 0.1 0.0
-0.3 0.1 -0.1
0.0 -0.2 0.0
-0.3 -0.1 0.0
0.2 -0.1 -0.2
0.1 0.2 0.2
-0.2 0.0 0.1
0.1 -0.2 0.1
0.1 0.3 -0.2
0.1 0.2 0.0
-0.4 0.0 -0.1
0.2 -0.2 0.1
0.2 0.3 0.0
0.1 -0.2 -0.1
-0.2 0.1 0.0
0.0 0.2 -0.4
0.1 0.1 0.2
-0.2 -0.3 0.1
0.2 -0.1 -0.1
-0.2 -0.2 0.0
-0.1 0.3 0.1
-0.4 0.2 0.0
0.3 -0.2 0.4
0.2 0.0 -0.2
-0.2 -0.1 -0.1
0.0 -0.1 0.3
0.2 0.1 -0.2
-0.1 0.2 0.1
0.2 -0.2 0.2
-0.1 -0.1 -0.2

**SMILES**: O.O.O.O.O.O.O.O.O.O.O.O
**Energy above the lowest of the compared OMol25 structures with the same formula, charge and spin**: 58.5 kcal per mole
**Total energy**: -917.2321 a.u.

=====

5.
Below is a cluster of 3 separate species, C26H53BN4O10PS2 in total in a non-equilibrium geometry, with properties calculated with the ωB97M-V functional and the def2-TZVPD basis.

CARTESIAN COORDINATES (ANGSTROEM)
C (4.362, -1.337, 3.085)
C (3.103, -1.170, 2.238)
O (3.285, -1.422, 0.860)
C (4.182, -0.511, 0.251)
C (4.279, -0.756, -1.269)
C (3.235, -1.730, -1.806)
C (1.857, -1.089, -1.883)
C (0.720, -2.133, -1.988)
C (-0.304, -2.095, -0.908)
C (-0.801, -3.141, -0.204)
C (-0.521, -4.597, -0.324)
P (-0.766, -5.664, 1.113)
O (-0.189, -6.982, 0.907)
O (-0.248, -4.865, 2.402)
O (-2.356, -5.674, 1.324)
N (-1.697, -2.597, 0.678)
C (-1.769, -1.272, 0.549)
B (-2.725, -0.448, 1.514)
N (-2.550, 0.935, 1.706)
O (-3.738, -1.194, 2.072)
N (-0.939, -0.966, -0.444)
C (-0.730, 0.378, -0.990)
C (-1.979, 1.010, -1.576)
C (-1.753, 2.481, -1.938)
C (-1.092, 3.396, -0.890)
N (0.179, 3.940, -1.396)
C (0.544, 5.226, -0.734)
C (1.231, 2.986, -1.174)
C (1.719, 2.759, 0.252)
O (1.729, 2.366, -2.086)
H (4.119, -1.791, 4.042)
H (4.859, -0.388, 3.272)
H (5.070, -1.989, 2.575)
H (2.351, -1.888, 2.570)
H (2.669, -0.172, 2.388)
H (5.179, -0.605, 0.690)
H (3.864, 0.520, 0.458)
H (5.265, -1.155, -1.500)
H (4.178, 0.205, -1.773)
H (3.210, -2.631, -1.195)
H (3.555, -2.016, -2.810)
H (1.808, -0.402, -2.728)
H (1.721, -0.487, -0.983)
H (0.217, -2.094, -2.957)
H (1.178, -3.120, -1.933)
H (0.485, -4.794, -0.689)
H (-1.209, -5.013, -1.067)
H (0.181, -4.025, 2.201)
H (-2.615, -5.359, 2.198)
H (-2.276, -3.089, 1.341)
H (-3.007, 1.345, 2.510)
H (-1.599, 1.274, 1.643)
H (-3.768, -1.200, 3.033)
H (0.011, 0.303, -1.779)
H (-0.274, 0.992, -0.218)
H (-2.859, 0.886, -0.946)
H (-2.196, 0.484, -2.508)
H (-1.153, 2.532, -2.845)
H (-2.725, 2.902, -2.186)
H (-1.748, 4.244, -0.709)
H (-0.960, 2.903, 0.084)
H (0.076, 5.320, 0.248)
H (0.262, 6.040, -1.390)
H (1.625, 5.268, -0.613)
H (2.769, 3.034, 0.321)
H (1.628, 1.699, 0.486)
H (1.157, 3.332, 0.988)
C (-5.591, -6.478, 1.374)
C (-4.887, -7.675, 0.715)
C (-5.756, -8.913, 0.968)
S (-7.448, -8.317, 1.124)
O (-7.900, -8.553, 2.470)
O (-8.229, -8.745, -0.004)
C (-7.055, -6.574, 0.960)
H (-5.154, -5.529, 1.064)
H (-5.509, -6.553, 2.461)
H (-4.800, -7.498, -0.359)
H (-3.881, -7.820, 1.103)
H (-5.722, -9.631, 0.153)
H (-5.502, -9.406, 1.904)
H (-7.736, -6.003, 1.586)
H (-7.195, -6.307, -0.087)
C (4.347, 10.253, -0.961)
C (4.943, 8.845, -1.094)
C (3.894, 7.856, -0.572)
S (2.291, 8.630, -0.856)
O (1.669, 8.885, 0.418)
O (1.581, 7.908, -1.883)
C (2.932, 10.162, -1.522)
H (4.937, 10.994, -1.497)
H (4.312, 10.547, 0.089)
H (5.158, 8.636, -2.143)
H (5.877, 8.748, -0.543)
H (3.912, 6.905, -1.099)
H (3.984, 7.691, 0.500)
H (2.278, 10.976, -1.216)
H (2.933, 10.068, -2.607)

Force components x, y, z for each atom (eV/Å):
0.0 0.1 -0.1
-0.1 -0.2 0.3
0.0 0.0 0.0
0.2 0.2 -0.2
-0.1 -0.2 0.4
0.2 0.3 -0.4
-0.2 -0.2 0.2
0.2 0.1 -0.1
0.3 0.1 -0.4
0.0 -0.3 0.4
-0.4 0.0 -0.2
0.3 -0.7 -0.1
0.0 0.1 0.0
-0.2 0.3 0.0
0.0 0.5 0.1
-0.3 -0.3 0.4
-0.5 0.0 0.0
-0.2 0.5 -0.3
0.6 -0.6 0.8
0.6 -0.6 0.1
0.4 0.5 -0.2
0.0 0.3 -0.1
-0.1 -0.1 -0.3
-0.1 0.0 0.1
-0.1 0.1 -0.6
0.5 0.0 0.7
-0.2 -0.6 -0.3
0.3 -0.2 -0.6
-0.2 0.1 0.0
-0.4 0.1 0.4
0.0 0.0 0.1
0.1 0.0 0.0
0.0 -0.1 0.0
0.0 -0.1 -0.1
0.0 0.1 -0.1
0.0 -0.1 0.1
-0.2 0.0 0.0
0.1 0.1 0.0
0.1 0.0 -0.1
0.0 0.0 0.1
-0.1 -0.2 0.0
0.1 0.1 0.0
0.0 0.0 0.0
0.0 0.1 -0.1
-0.1 -0.1 -0.1
0.1 0.1 0.0
0.1 -0.2 -0.1
0.2 0.0 0.1
-0.1 -0.2 0.1
-0.1 -0.1 -0.1
-0.2 0.2 -0.2
-0.1 0.3 -0.3
-0.4 0.3 0.0
0.0 0.0 0.1
-0.1 0.0 0.1
0.1 0.1 0.2
-0.1 -0.1 0.0
0.1 0.1 0.0
0.0 0.0 -0.1
0.0 0.1 0.0
-0.1 0.0 0.1
0.0 0.1 0.1
-0.1 0.1 0.1
0.0 0.1 0.0
0.1 0.0 0.0
0.2 -0.1 0.0
0.0 0.0 0.0
0.0 -0.1 0.0
-0.1 0.0 0.0
0.2 0.1 -0.1
0.0 0.0 -0.1
0.0 0.0 0.0
-0.1 0.0 0.0
0.1 0.2 0.0
0.0 0.0 0.0
0.0 0.0 0.0
0.0 0.0 0.0
0.0 0.0 0.0
-0.1 0.0 0.0
-0.1 0.0 0.0
-0.1 -0.1 0.0
0.0 0.0 0.0
0.0 -0.1 0.0
0.0 0.0 0.0
0.2 0.0 0.0
0.3 0.1 -0.1
-0.1 -0.1 0.0
-0.1 0.0 0.0
0.1 0.2 0.0
0.0 0.0 0.0
0.0 0.0 0.0
0.0 0.0 0.0
0.0 0.0 0.0
-0.1 0.0 0.0
-0.1 0.0 0.0
-0.1 -0.1 0.0
0.0 0.0 0.0

**Net charge**: +1
**Energy above the lowest of the compared OMol25 structures with the same formula, charge and spin**: 0.0 kcal per mole
**Total energy**: -3156.4537 a.u.

=====

6.
Below is the molecule C6H10OS in a non-equilibrium geometry, with properties calculated with the ωB97M-V functional and the def2-TZVPD basis.

CARTESIAN COORDINATES (ANGSTROEM)
C (-3.170, 0.116, 0.093)
S (-1.626, -0.792, -0.004)
C (-0.493, 0.513, -0.135)
C (0.836, 0.487, -0.023)
C (1.575, 1.807, 0.043)
C (1.742, -0.744, 0.025)
C (1.193, -2.136, -0.013)
O (2.927, -0.547, 0.042)
H (-3.993, -0.637, 0.158)
H (-3.344, 0.836, 0.956)
H (-3.304, 0.702, -0.893)
H (-0.975, 1.444, -0.427)
H (2.358, 1.861, -0.705)
H (0.960, 2.655, -0.094)
H (2.093, 1.940, 1.010)
H (0.487, -2.253, 0.797)
H (1.988, -2.857, 0.136)
H (0.745, -2.394, -0.967)

Force components x, y, z for each atom (eV/Å):
-1.4 1.4 -0.9
-0.3 -0.5 0.3
-0.2 0.0 -0.4
0.6 0.0 0.2
1.1 -0.9 0.2
-0.9 0.8 -0.2
0.1 -0.2 0.2
0.9 0.0 0.1
0.7 0.5 -0.2
0.7 -1.0 -0.9
0.0 -0.9 1.6
0.1 0.1 0.5
0.2 -0.1 -0.1
-1.0 0.8 -0.1
-0.3 -0.3 -0.3
-0.5 -0.2 0.1
0.3 0.1 0.1
-0.4 0.2 -0.1

**SMILES**: CS/C=C(/C)C(C)=O
**Energy above the lowest of the compared OMol25 structures with the same formula, charge and spin**: 23.1 kcal per mole
**Total energy**: -708.0135 a.u.